[1]
{"formula": "C2HClO2S", "method": "ωB97M-V/def2-TZVPD", "lumo_ev": [-1.71, -1.73], "smiles": "O=C=CCl.O=S", "fmax_ev_per_a": 2.7, "gap_ev": [7.638, 7.624], "elements": ["C", "S", "H", "C", "Cl", "O", "O"], "xyz": [[0.93259, -1.17210, 0.22683], [-1.59787, 2.71552, 0.00623], [2.01807, -1.23969, 0.42082], [0.45372, -0.56846, -0.84102], [0.27822, -0.84340, 1.86724], [-2.12849, 1.32794, 0.19567], [0.04376, -0.21979, -1.87577]], "atomic_forces_ev_per_a": [[1.135, 0.785, 2.288], [-0.356, -0.949, 0.135], [-0.691, -0.319, -1.095], [-0.496, -0.012, -1.511], [-0.343, -0.217, -0.944], [0.384, 0.926, -0.144], [0.369, -0.213, 1.271]]}



[2]
{"formula": "C2HF2I2N", "method": "ωB97M-V/def2-TZVPD", "lumo_ev": [-2.29, -2.29], "smiles": "[H]/N=C(\\I)C(F)(F)I", "fmax_ev_per_a": 8.5, "gap_ev": [7.383, 7.385], "elements": ["F", "C", "N", "I", "H", "C", "F", "I"], "xyz": [[0.20348, -0.26928, -1.83194], [0.66220, -0.09645, -0.56378], [-1.90433, 0.49441, 0.01025], [0.30365, -0.98418, 2.33304], [-2.42761, 0.29096, 0.86904], [-0.27885, -0.01776, 0.53358], [1.49128, -1.11997, -0.42875], [1.95018, 1.70227, -0.92144]], "atomic_forces_ev_per_a": [[-1.234, 0.246, 0.732], [1.630, 0.660, -2.838], [7.856, -2.375, 2.349], [-0.642, 0.908, -1.011], [0.174, 0.004, 0.265], [-8.234, 1.619, -1.004], [0.899, -0.786, 0.766], [-0.450, -0.275, 0.740]]}



[3]
{"formula": "C2HF2I2N", "method": "ωB97M-V/def2-TZVPD", "lumo_ev": [-0.34, -2.58], "fmax_ev_per_a": 4.1, "spin_multiplicity": 3, "gap_ev": [8.223, 7.590], "elements": ["I", "F", "H", "F", "C", "I", "N", "C"], "xyz": [[1.53258, 2.04395, 0.50710], [-0.59417, 1.35885, -1.25056], [-1.49569, -1.19377, 1.53113], [1.10506, 0.16943, -1.66744], [0.37502, 0.67375, -0.60787], [0.70978, -2.36936, 0.21398], [-1.55282, -0.23767, 1.08096], [-0.07975, -0.44518, 0.19270]], "atomic_forces_ev_per_a": [[0.364, 0.370, 0.350], [-0.550, 0.155, 0.740], [-0.365, 1.103, -0.199], [0.535, 0.210, 0.684], [0.127, -0.728, -2.227], [-0.293, 1.141, -0.162], [3.441, -1.468, -1.520], [-3.259, -0.783, 2.333]]}



[4]
{"formula": "C2HF2NS", "method": "ωB97M-V/def2-TZVPD", "lumo_ev": -0.03, "fmax_ev_per_a": 6.6, "gap_ev": 11.243, "elements": ["F", "C", "H", "N", "F", "C", "S"], "xyz": [[-1.31788, 1.60086, -0.52506], [-0.19643, 0.11952, -2.40672], [0.01540, 0.12030, 0.99595], [-0.08469, -0.67082, -3.20408], [0.50412, 2.35053, -1.57615], [-0.04336, 1.30962, -0.90696], [0.91245, 0.68901, 0.35988]], "atomic_forces_ev_per_a": [[1.349, -0.255, -0.643], [-0.003, 3.935, 5.346], [-2.845, -1.519, 1.510], [0.164, -1.996, -2.196], [-0.351, -0.697, 1.253], [-2.402, -0.743, -4.511], [4.088, 1.275, -0.759]]}



[5]
{"formula": "C2HF2P", "method": "ωB97M-V/def2-TZVPD", "lumo_ev": 0.81, "smiles": "FC1=P(F)=C1", "fmax_ev_per_a": 2.0, "gap_ev": 11.136, "elements": ["H", "F", "C", "F", "C", "P"], "xyz": [[-0.70860, 1.50001, -0.88567], [0.17395, -0.02951, 2.13242], [-0.50434, 0.53309, -0.47629], [1.41625, -0.88778, -1.16813], [0.37634, -0.44324, -0.49770], [-0.75359, -0.67258, 0.89538]], "atomic_forces_ev_per_a": [[-0.305, 0.184, -0.149], [-0.815, -0.504, -0.711], [0.921, -0.907, 0.541], [-0.072, 0.140, 0.076], [-1.354, 0.009, 0.595], [1.626, 1.079, -0.353]]}



[6]
{"formula": "C2HF5N2O2S", "method": "ωB97M-V/def2-TZVPD", "lumo_ev": [-1.09, -1.09], "fmax_ev_per_a": 5.6, "gap_ev": [8.332, 8.331], "elements": ["C", "F", "H", "F", "C", "N", "S", "F", "F", "N", "O", "O", "F"], "xyz": [[-2.83248, 1.54298, -0.31172], [-3.58552, 1.82861, 0.73789], [1.32810, -0.57439, -0.04339], [0.19092, -1.15401, 1.49547], [0.45045, -0.25766, 0.55931], [-2.91646, -1.15161, -0.10064], [-3.76050, -1.62746, 1.15225], [-1.90327, 2.45454, -0.48555], [0.64417, 0.92046, 1.20150], [-1.87092, -0.06756, 0.35368], [-0.65972, -0.21202, -0.35544], [-2.84450, -1.52922, -1.24528], [-3.38809, 1.06613, -1.36804]], "atomic_forces_ev_per_a": [[3.360, -3.361, 3.029], [0.011, -0.098, -1.600], [-0.546, 0.556, 0.310], [0.095, -0.602, 0.555], [-0.964, -0.043, -0.784], [2.797, 0.534, -0.703], [-0.945, -0.264, 0.435], [-0.923, -0.505, -0.443], [-0.097, -0.341, -0.693], [-1.599, 2.402, -0.528], [-0.065, 0.336, 0.191], [-0.289, 0.097, 0.538], [-0.836, 1.291, -0.309]]}



[7]
{"formula": "C2HF5N2S", "method": "ωB97M-V/def2-TZVPD", "lumo_ev": 0.67, "smiles": "FSNC(F)(F)N=C(F)F", "fmax_ev_per_a": 2.9, "gap_ev": 10.176, "elements": ["F", "N", "F", "F", "F", "F", "H", "C", "C", "S", "N"], "xyz": [[0.08313, -1.50931, -0.29785], [1.15865, 0.62998, -0.47871], [3.09318, 1.01350, 0.48734], [-0.21183, -0.19265, -2.00716], [2.11348, -0.61619, 1.25535], [-2.90797, -0.51332, 1.57065], [-1.13437, 1.23364, -0.04675], [-0.06841, -0.23475, -0.69819], [2.03181, 0.34946, 0.34243], [-2.82832, -0.44486, 0.00889], [-1.32934, 0.28449, -0.13600]], "atomic_forces_ev_per_a": [[0.357, 0.030, -0.294], [-2.691, -0.935, -0.227], [2.032, 1.844, -0.259], [0.224, -0.679, -1.540], [-0.826, -0.210, -0.508], [-0.297, -0.497, 1.910], [-0.945, 2.206, 0.318], [-0.335, 0.390, 1.331], [-0.824, -1.732, 1.271], [1.845, 1.077, -1.754], [1.460, -1.495, -0.249]]}



[8]
{"formula": "C2HF5NO5S2Sc", "method": "ωB97M-V/def2-TZVPD", "lumo_ev": [-7.29, -7.29], "fmax_ev_per_a": 7.6, "charge": 1, "spin_multiplicity": 2, "gap_ev": [6.556, 6.093], "elements": ["O", "C", "O", "O", "C", "N", "S", "H", "S", "F", "F", "F", "Sc", "F", "O", "O", "F"], "xyz": [[-2.88183, -2.19461, 3.34073], [2.30518, 1.80533, -0.26349], [-0.86863, 1.61177, 0.58329], [2.17906, -0.36791, -2.23545], [-1.29821, -1.36566, -0.56051], [0.56913, -0.45440, -0.24371], [-0.62638, 0.14342, 0.73237], [-2.24259, -1.63863, 2.84093], [1.43103, 0.45340, -1.29036], [2.86958, 1.21151, 0.81010], [-0.90004, -2.54097, -0.09593], [-2.60856, -1.31016, -0.33629], [0.33583, 2.90971, -0.43942], [-1.19514, -1.32850, -1.87947], [-0.83002, -0.52074, 2.01115], [0.41741, 1.37886, -1.93057], [3.34417, 2.20757, -1.04338]], "atomic_forces_ev_per_a": [[0.222, 0.241, -0.230], [1.037, -1.419, -0.504], [0.982, 2.000, -0.011], [-1.418, 1.810, 2.023], [-3.864, -1.050, 0.329], [3.264, 2.662, 0.661], [-0.894, -7.139, -2.377], [-0.337, -0.346, 0.320], [1.103, -3.209, 0.010], [-0.919, 0.681, -0.250], [0.651, 1.241, 0.001], [-0.958, 0.052, 0.305], [-0.202, -1.907, -0.915], [1.148, 0.834, 0.690], [1.290, 2.420, -1.121], [-0.270, 2.592, 0.864], [-0.835, 0.537, 0.205]]}



[9]
{"formula": "C2HFKO2", "method": "ωB97M-V/def2-TZVPD", "lumo_ev": [-1.47, -1.48], "fmax_ev_per_a": 2.6, "spin_multiplicity": 2, "gap_ev": [4.399, 4.080], "elements": ["O", "O", "C", "F", "K", "H", "C"], "xyz": [[1.62511, 0.13699, 0.37731], [5.27326, 0.22393, -0.02070], [4.02320, 0.03539, -0.12735], [0.52368, 3.75255, -0.47046], [7.39814, -1.55236, -0.32581], [0.17938, 2.85707, -0.27302], [2.83172, 0.10686, 0.35462]], "atomic_forces_ev_per_a": [[-0.338, -0.088, 0.172], [0.182, -0.757, -0.111], [0.875, 0.014, 0.134], [-1.012, -2.338, 0.512], [-0.833, 0.648, 0.092], [1.092, 2.255, -0.491], [0.035, 0.264, -0.307]]}



[10]
{"formula": "C2HFN2O", "method": "ωB97M-V/def2-TZVPD", "lumo_ev": 0.86, "fmax_ev_per_a": 1.0, "gap_ev": 12.001, "elements": ["O", "N", "N", "F", "C", "H", "C"], "xyz": [[-0.34834, -1.23562, -0.00039], [-0.25689, 0.98341, -0.00501], [1.00463, -0.90026, -0.00591], [-2.28485, -0.13654, 0.00051], [-0.98615, -0.07425, -0.01260], [1.89052, 0.95534, 0.02851], [0.98108, 0.40793, -0.00512]], "atomic_forces_ev_per_a": [[-0.490, 0.331, -0.143], [-0.370, -0.204, -0.076], [0.216, 0.714, 0.056], [0.206, 0.013, -0.049], [-0.070, -0.193, 0.185], [0.489, 0.366, -0.074], [0.019, -1.026, 0.101]]}



[11]
{"formula": "C2HFO2Rh", "method": "ωB97M-V/def2-TZVPD", "lumo_ev": [-12.11, -14.35], "fmax_ev_per_a": 6.0, "charge": 2, "spin_multiplicity": 6, "gap_ev": [9.300, 8.359], "elements": ["Rh", "F", "O", "H", "O", "C", "C"], "xyz": [[1.87233, 0.21443, -0.51816], [0.28577, 1.25956, -0.05659], [-2.43026, -0.87016, -0.22660], [-0.52289, 0.64280, 1.78987], [1.15820, -1.08736, 0.59586], [-1.66069, -0.05924, 0.08176], [-0.52255, 0.35570, 0.73893]], "atomic_forces_ev_per_a": [[3.648, -2.410, -0.879], [-4.371, 1.233, 1.772], [2.389, 3.583, 0.676], [0.046, -0.314, 0.124], [0.323, -0.194, -0.122], [-3.467, -4.859, -0.903], [1.433, 2.960, -0.669]]}



[12]
{"formula": "C2HFO3S", "method": "ωB97M-V/def2-TZVPD", "lumo_ev": 0.58, "fmax_ev_per_a": 3.6, "gap_ev": 10.187, "elements": ["C", "F", "C", "O", "H", "O", "O", "S"], "xyz": [[0.33230, -0.05196, -0.21341], [0.47380, -2.46569, 0.19350], [0.84426, -1.27332, -0.15266], [1.21044, 0.96203, -0.35617], [-0.65698, 0.14297, -0.07065], [2.36946, -1.27807, -0.31458], [3.43932, 0.60877, 0.95422], [2.88003, 0.28118, -0.30415]], "atomic_forces_ev_per_a": [[2.065, -1.779, 0.257], [-0.716, -0.046, -0.198], [3.578, 0.343, -0.049], [1.452, -0.559, -0.289], [-2.488, 0.747, 0.285], [-2.985, 1.116, 0.287], [0.062, 0.101, 1.031], [-0.969, 0.077, -1.324]]}



[13]
{"formula": "C2HFOY", "method": "ωB97M-V/def2-TZVPD", "lumo_ev": [-11.13, -11.20], "fmax_ev_per_a": 3.8, "charge": 2, "spin_multiplicity": 2, "gap_ev": [6.324, 7.270], "elements": ["F", "C", "H", "C", "Y", "O"], "xyz": [[-2.18313, 0.34119, 0.34754], [-1.14681, -0.43575, 0.13630], [-0.52316, -1.14997, 1.08526], [0.10286, 0.05644, 0.41794], [2.65163, 0.65470, -1.95317], [1.09859, 0.53339, -0.03387]], "atomic_forces_ev_per_a": [[-0.021, -1.262, 0.192], [2.277, 0.820, 2.445], [-1.575, -0.319, -0.535], [-2.652, 1.259, -2.441], [-0.631, 0.083, 1.006], [2.602, -0.580, -0.666]]}



[14]
{"formula": "C2HI2NO2", "method": "ωB97M-V/def2-TZVPD", "lumo_ev": -0.45, "fmax_ev_per_a": 4.7, "gap_ev": 9.254, "elements": ["I", "O", "C", "H", "N", "C", "I", "O"], "xyz": [[3.40325, -1.22780, -2.64737], [-1.28096, 1.10370, -0.59011], [1.85182, 0.17297, -3.04616], [-0.09371, 0.20612, 0.67655], [0.91986, 0.47929, -2.31974], [-0.36969, 0.45121, -0.25473], [2.04180, 0.93982, -4.94632], [0.66671, 0.04251, -0.98804]], "atomic_forces_ev_per_a": [[-0.129, -0.032, 0.403], [-1.534, 0.639, -0.535], [1.701, -1.747, 0.561], [0.605, -1.411, 3.942], [-3.729, 1.940, 1.369], [-0.390, 1.913, -3.216], [-0.285, 0.462, -0.419], [3.761, -1.765, -2.104]]}



[15]
{"formula": "C2HKLiO3", "method": "ωB97M-V/def2-TZVPD", "lumo_ev": -4.38, "fmax_ev_per_a": 1.7, "charge": 1, "gap_ev": 7.372, "elements": ["H", "Li", "O", "C", "O", "C", "O", "K"], "xyz": [[-0.06496, 1.17402, 2.25007], [0.58107, -1.18104, -3.05967], [0.08009, -1.03066, -1.26336], [-0.24538, 1.24827, 1.16378], [-0.28492, 2.26791, 0.53884], [-0.42419, 0.03912, -0.87348], [-0.24078, 0.02804, 0.56939], [0.59908, -2.54567, 0.67444]], "atomic_forces_ev_per_a": [[-0.367, -0.081, -0.173], [-0.392, 0.412, 0.448], [0.579, -1.074, -1.126], [0.481, 1.392, -0.750], [-0.125, -0.434, 0.966], [-0.239, 0.528, -0.094], [0.077, -0.604, 0.228], [-0.014, -0.138, 0.502]]}



[16]
{"formula": "C2HLiNaO3", "method": "ωB97M-V/def2-TZVPD", "lumo_ev": [-0.45, -0.50], "fmax_ev_per_a": 1.6, "spin_multiplicity": 2, "gap_ev": [6.290, 6.405], "elements": ["C", "Na", "Li", "C", "O", "O", "H", "O"], "xyz": [[1.80779, 0.31486, 0.62664], [0.35664, -1.97338, -0.68644], [-0.17262, 1.74518, -0.73537], [-1.37333, -0.43488, 0.13593], [1.80982, -0.83547, 0.15791], [-1.66663, 0.72931, -0.24894], [-2.24766, -0.93493, 0.65501], [1.48598, 1.38931, 0.09526]], "atomic_forces_ev_per_a": [[-0.125, -0.637, -1.088], [-0.425, -0.190, -0.013], [0.146, -0.435, 0.539], [-0.404, -0.140, -1.019], [0.979, 0.963, 0.880], [0.224, -0.195, 0.344], [-0.164, 0.441, 0.231], [-0.231, 0.192, 0.125]]}



[17]
{"formula": "C2HN2O2", "method": "ωB97M-V/def2-TZVPD", "lumo_ev": 3.82, "fmax_ev_per_a": 1.6, "charge": -1, "gap_ev": 5.065, "elements": ["H", "O", "C", "O", "C", "N", "N"], "xyz": [[2.06862, -1.40073, -0.71864], [-2.13692, 1.39464, 0.81484], [1.62356, -0.61599, -0.07041], [-1.99876, -0.19873, -0.84087], [-1.94465, 0.62847, -0.02948], [1.77906, -0.03155, 1.05993], [0.60909, 0.22388, -0.21536]], "atomic_forces_ev_per_a": [[-0.004, 0.256, 0.494], [0.319, 0.816, 0.420], [-1.255, 1.056, -0.083], [-0.267, 0.135, -0.462], [-0.129, -1.210, -0.194], [0.832, -0.563, 0.147], [0.503, -0.491, -0.323]]}



[18]
{"formula": "C2HN3O2", "method": "ωB97M-V/def2-TZVPD", "lumo_ev": -0.34, "smiles": "n1c2[nH]n1-2.O=C=O", "fmax_ev_per_a": 3.4, "gap_ev": 9.272, "elements": ["N", "C", "N", "N", "C", "O", "H", "O"], "xyz": [[-2.10098, -0.01766, 0.24348], [2.49998, -0.40346, -0.05759], [-1.38557, 1.02453, -0.41840], [-0.28154, 0.98924, 0.16724], [-0.75573, -0.40624, 0.28678], [2.05364, -1.42410, -0.27958], [-2.93948, -0.40025, -0.15343], [2.90968, 0.63794, 0.21150]], "atomic_forces_ev_per_a": [[1.342, 1.646, 1.314], [0.274, 1.430, 0.587], [-1.997, 1.878, -1.959], [-0.182, -2.113, 1.072], [0.488, -0.531, 0.212], [-0.667, -2.390, -0.708], [0.135, -0.836, -0.608], [0.606, 0.915, 0.089]]}



[19]
{"formula": "C2HN4O3", "method": "ωB97M-V/def2-TZVPD", "lumo_ev": [-7.79, -7.79], "fmax_ev_per_a": 6.0, "charge": 1, "gap_ev": [7.718, 7.719], "elements": ["N", "N", "C", "N", "O", "O", "N", "O", "C", "H"], "xyz": [[1.42666, 0.87451, -0.10260], [-0.79747, 0.91597, -0.10470], [2.31632, 0.11979, 0.20781], [-1.47698, -1.09007, 0.54198], [3.28006, -0.45842, 0.49657], [-2.51042, -1.14105, 1.12030], [0.31564, 1.47812, -0.09753], [-0.13299, -1.27491, -1.38398], [-0.94102, -0.97543, -0.61682], [-1.47980, 1.55148, -0.06102]], "atomic_forces_ev_per_a": [[0.106, -0.687, -0.508], [4.668, -3.700, -0.449], [1.609, -0.677, 0.689], [-1.498, -1.051, 4.380], [-1.355, 0.514, -0.437], [0.737, 0.051, -1.400], [-1.154, 1.286, 0.352], [-0.517, -0.394, 0.111], [1.208, 1.421, -2.780], [-3.805, 3.236, 0.042]]}



[20]
{"formula": "C2HN5O", "method": "ωB97M-V/def2-TZVPD", "lumo_ev": -1.58, "fmax_ev_per_a": 3.7, "gap_ev": 7.973, "elements": ["C", "N", "H", "N", "N", "N", "N", "O", "C"], "xyz": [[1.00729, -0.48469, -1.64807], [0.00267, 0.56815, 1.59185], [1.84471, -0.75206, -0.01069], [1.04458, -0.20773, -0.41334], [-2.00098, 0.58113, 0.96802], [-1.40367, 0.04924, -0.06885], [-1.20871, 0.81361, 1.95161], [0.87548, -0.69171, -2.74737], [-0.16136, 0.12406, 0.37683]], "atomic_forces_ev_per_a": [[-1.434, 0.653, 0.714], [2.689, -0.459, -0.253], [-0.834, 0.925, 0.499], [1.040, -1.546, -0.132], [-3.718, -0.346, 0.330], [1.806, 0.406, -0.630], [-1.149, 1.085, 1.161], [0.371, -0.146, -0.862], [1.229, -0.572, -0.827]]}



no.,E_tot (Ha)
1,-1085.54392
2,-926.50086
3,-926.49654
4,-729.39261
5,-617.84774
6,-1234.09880
7,-1083.80003
8,-2563.64732
9,-926.99056
10,-361.38556
11,-436.59951
12,-800.50036
13,-289.30743
14,-877.33212
15,-909.79781
16,-472.34818
17,-336.72731
18,-391.37626
19,-520.99888
20,-425.70039